106
Properties=species:S:1:pos:R:3:forces:R:3:lowdin_charge:R:1 method="wB97M-V/def2-TZVPD" energy_ha=-6568.13139 max_force_ev_per_a=0.1 de_lowest_ev=0.0000 lumo_energy_ev=2.02 homo_energy_ev=-4.7 charge=-1
Pb -0.03740 -1.39640 -0.43095 0.03 0.07 0.01 1.36
C -1.08128 -4.12249 -2.15291 0.00 -0.01 -0.01 -0.06
C -1.83306 -4.34860 -0.87292 0.02 -0.01 -0.01 -0.35
C -2.27460 -5.61736 -0.51800 0.04 0.01 0.00 -0.02
C -2.98662 -5.77680 0.65364 -0.01 0.01 0.01 -0.06
C -3.29262 -4.65358 1.40202 0.02 -0.04 -0.02 -0.13
C -2.83630 -3.41077 0.97669 -0.03 -0.05 0.07 -0.43
N -2.07753 -3.27645 -0.11118 -0.04 0.03 -0.03 0.02
Sb -3.82863 -1.77217 1.98416 -0.04 0.08 0.06 1.56
C -3.91186 -0.27899 0.45020 0.06 -0.03 -0.06 -0.44
C -5.18407 0.24044 0.23757 -0.02 -0.01 0.01 -0.14
C -5.38764 1.11042 -0.81725 -0.01 0.01 0.01 -0.06
C -4.31557 1.41566 -1.63086 0.01 -0.01 -0.01 -0.03
C -3.07484 0.84998 -1.36208 0.00 -0.01 0.02 -0.35
C -1.91504 1.11020 -2.27514 0.02 -0.01 0.01 -0.06
N -2.86780 0.03482 -0.32051 -0.02 0.05 0.00 0.06
C -2.24142 -0.97919 3.24817 0.02 0.01 -0.02 -0.46
C -2.20289 -1.55164 4.51739 0.00 -0.02 0.03 -0.15
C -1.24379 -1.13739 5.42631 -0.03 -0.01 -0.01 -0.08
C -0.35338 -0.15870 5.03548 0.04 -0.01 -0.05 -0.04
C -0.44989 0.37142 3.75067 -0.02 0.02 0.06 -0.34
C 0.54309 1.40102 3.29218 0.03 -0.01 0.01 -0.05
N -1.38410 -0.01874 2.87939 -0.07 0.07 0.02 0.09
H -1.06549 -5.02876 -2.75712 -0.02 0.00 0.00 0.08
H -0.04163 -3.82909 -1.97730 0.01 0.00 0.00 0.03
H -1.56861 -3.32778 -2.71922 0.01 0.01 0.00 0.08
H -2.06399 -6.45685 -1.16679 0.00 -0.01 0.00 0.11
H -3.33855 -6.75478 0.95802 0.00 0.00 0.00 0.11
H -3.92575 -4.73193 2.27667 0.00 0.01 0.00 0.08
H -6.01059 -0.07997 0.85798 0.00 0.00 0.00 0.09
H -6.37165 1.51394 -1.02027 0.00 -0.01 0.00 0.11
H -4.43069 2.06509 -2.48913 0.00 0.00 0.00 0.11
H -1.76110 0.24840 -2.92850 0.01 0.00 -0.01 0.09
H -1.00023 1.23671 -1.70095 0.02 0.00 -0.01 0.01
H -2.07968 1.99373 -2.89311 0.00 0.00 0.01 0.08
H -2.92131 -2.31747 4.78601 0.00 -0.01 0.00 0.08
H -1.18965 -1.57519 6.41591 0.00 0.00 0.00 0.10
H 0.42920 0.18686 5.69926 0.00 0.00 0.00 0.11
H 1.51904 1.21844 3.74592 -0.01 0.02 0.03 0.08
H 0.21927 2.40848 3.57097 -0.02 0.00 -0.05 0.09
H 0.65157 1.33947 2.21219 0.00 -0.01 -0.02 0.03
Cl 6.03724 1.27288 -3.80151 0.01 0.03 0.00 0.61
C 4.90949 0.21571 -2.98389 -0.01 -0.04 0.01 -0.69
C 4.87256 0.19655 -1.59929 0.04 -0.05 0.00 -0.17
C 3.96003 -0.61536 -0.95764 -0.03 -0.02 -0.01 -0.57
Cl 3.92856 -0.61783 0.77825 0.04 0.01 -0.01 0.73
C 3.02940 -1.45147 -1.64026 -0.01 0.11 0.01 -0.54
O 2.16668 -2.17433 -1.03656 0.03 -0.12 -0.02 -0.28
C 3.14475 -1.38268 -3.05517 0.05 -0.03 0.03 -0.60
Cl 2.01309 -2.31677 -3.99164 -0.01 0.00 -0.01 0.69
C 4.05332 -0.58106 -3.72013 0.00 -0.01 -0.02 -0.17
H 5.55028 0.80736 -1.01911 -0.01 -0.03 -0.01 0.09
H 4.07548 -0.56721 -4.80100 0.00 0.00 0.00 0.10
O 1.09814 0.82174 -0.06677 0.03 0.03 0.05 -0.61
As 1.35050 2.40090 -0.46634 -0.05 -0.01 -0.02 1.21
C -0.05363 3.47227 0.28382 -0.05 -0.04 -0.03 -0.29
C 0.02605 4.85759 0.38417 0.03 -0.01 0.00 -0.10
C -1.05098 5.56725 0.89325 -0.01 0.00 0.00 -0.09
C -2.19861 4.89319 1.29531 0.00 0.01 0.00 -0.08
C -2.26976 3.51090 1.20384 0.00 -0.01 0.00 -0.05
C -1.19296 2.79364 0.70216 0.02 0.01 -0.01 -0.10
C 1.38292 2.62392 -2.37166 -0.03 -0.02 0.02 -0.30
C 1.46546 1.47341 -3.14130 -0.07 -0.01 0.01 -0.09
C 1.48319 1.57364 -4.52517 0.00 0.03 -0.02 -0.06
C 1.41834 2.82056 -5.12857 0.00 -0.04 0.00 -0.07
C 1.33369 3.97191 -4.35425 0.00 0.02 0.02 -0.08
C 1.31534 3.87654 -2.97152 0.02 0.03 -0.02 -0.09
C 3.01929 3.09749 0.17184 0.03 0.00 -0.05 -0.28
C 3.16059 3.43509 1.51291 0.01 -0.01 0.05 -0.09
C 4.39317 3.85590 1.98735 -0.02 -0.01 0.01 -0.08
C 5.47842 3.93616 1.12421 -0.01 -0.01 -0.02 -0.08
C 5.33484 3.60112 -0.21445 0.01 0.05 0.02 -0.08
C 4.10246 3.18152 -0.69504 -0.04 0.06 0.00 -0.10
H 0.92675 5.38215 0.08400 0.00 0.00 0.00 0.10
H -0.99556 6.64503 0.97780 0.00 0.00 0.00 0.10
H -3.03914 5.45199 1.68739 0.00 0.00 0.00 0.10
H -3.15776 2.97762 1.51963 0.00 0.00 0.01 0.11
H -1.24096 1.71145 0.65797 0.01 0.00 0.02 0.07
H 1.50194 0.50367 -2.65985 -0.02 0.04 0.01 0.08
H 1.54287 0.67286 -5.12198 0.00 -0.02 -0.01 0.10
H 1.42949 2.89843 -6.20824 0.00 0.00 -0.01 0.10
H 1.27740 4.94318 -4.82873 0.00 0.00 0.00 0.10
H 1.24057 4.77515 -2.36990 0.00 0.00 0.01 0.10
H 2.31420 3.36075 2.18613 0.00 0.00 0.00 0.10
H 4.50880 4.11404 3.03196 0.00 0.00 0.01 0.10
H 6.44145 4.25861 1.49886 0.01 0.00 0.00 0.10
H 6.18165 3.65958 -0.88624 0.00 -0.01 -0.01 0.11
H 3.99113 2.90893 -1.73813 0.01 0.01 0.01 0.10
C 1.92341 -3.47221 3.26222 -0.01 0.00 -0.01 -0.09
C 1.53227 -3.24927 1.79951 0.01 -0.04 -0.03 -0.53
C 0.95495 -4.53020 1.20588 0.00 -0.01 -0.01 -0.08
C 0.54834 -2.09170 1.68242 -0.03 0.02 0.01 -0.33
H 2.64478 -4.28836 3.36946 0.01 -0.01 0.00 0.07
H 1.03973 -3.71877 3.85991 -0.01 0.00 0.01 0.07
H 2.36685 -2.56783 3.68606 0.00 0.01 0.01 0.07
H 2.43429 -3.00021 1.23619 -0.01 -0.01 0.02 0.08
H -0.01877 -4.76399 1.65009 0.00 0.00 0.01 0.08
H 0.81766 -4.43194 0.12687 0.01 0.00 0.00 0.05
H 1.61828 -5.38311 1.37383 0.00 -0.01 0.00 0.08
H 0.96911 -1.19391 2.14551 0.02 -0.02 -0.01 0.02
H -0.37270 -2.33938 2.21998 0.06 -0.02 0.00 0.02
F -5.40561 -2.79937 -0.08707 -0.06 0.00 0.10 0.00
B -5.51052 -2.78727 -1.51676 0.05 -0.02 -0.02 -1.27
F -4.41591 -2.07815 -2.03782 0.04 0.03 -0.03 0.10
F -6.70793 -2.15308 -1.86388 -0.07 0.05 -0.03 0.10
F -5.49130 -4.10921 -1.97154 0.00 -0.04 -0.03 0.10